C7H10NOP | ωB97M-V/def2-TZVPD

Element x y z (Å)
C (-1.970, -0.371, 0.575)
C (-1.428, -0.651, -0.572)
C (0.762, -0.089, 0.245)
C (-1.237, 0.404, 1.613)
C (0.123, 0.873, 1.174)
C (-0.003, -0.617, -1.016)
C (0.272, 0.291, -2.234)
N (1.935, -0.602, 0.422)
O (4.386, -0.392, 0.679)
P (3.278, -1.045, 1.341)
H (-3.084, -0.365, 0.774)
H (-1.976, -1.207, -1.288)
H (-1.827, 1.286, 1.789)
H (-1.260, -0.143, 2.577)
H (0.675, 1.107, 2.079)
H (0.086, 1.856, 0.588)
H (0.326, -1.700, -1.042)
H (-0.226, 1.217, -2.226)
H (-0.135, -0.208, -3.029)
H (1.301, 0.357, -2.450)

Results
HOMO energy (alpha / beta)   -5.71 / -9.41 eV
Frontier orbital gap (alpha / beta)   6.1 / 6.8 eV
Energy   -20243.1230 eV
Net charge   0
<S²>   2.01
Spin multiplicity   3